1.
44
Properties=species:S:1:pos:R:3 method="wB97M-V/def2-TZVPD" orbital_gap_ev="4.577 / 4.524" homo_energy_ev="-4.259 / -4.205" multiplicity=2 total_charge=0
Be -1.519 1.088 0.413
H 1.192 -2.579 -1.637
H 0.931 -2.427 -0.978
P -1.301 1.143 -1.939
P -1.998 -1.068 1.410
C -1.728 -0.228 2.959
H -2.241 -0.792 3.737
H -0.673 -0.214 3.211
H -2.123 0.781 2.981
C -3.578 -1.868 1.629
H -3.833 -2.538 0.810
H -3.574 -2.485 2.528
H -4.387 -1.155 1.754
C -0.871 -2.450 1.449
H 0.146 -2.125 1.618
H -1.135 -3.081 2.288
H -0.908 -3.077 0.567
C -3.015 1.121 -2.581
H -3.130 1.557 -3.594
H -3.364 0.072 -2.593
H -3.617 1.678 -1.844
C -0.706 2.868 -2.138
H 0.374 2.897 -1.912
H -0.875 3.291 -3.145
H -1.234 3.475 -1.388
C -0.409 0.373 -3.406
H -0.678 -0.683 -3.568
H -0.587 0.870 -4.376
H 0.687 0.369 -3.287
C -0.202 1.980 1.052
O 0.538 2.642 1.617
H -2.049 -0.485 -0.055
O 1.272 0.126 1.484
N 2.548 0.123 1.143
C 3.454 -0.723 1.711
C 4.779 -0.756 1.307
C 5.205 0.059 0.253
C 4.265 0.900 -0.329
C 2.949 0.918 0.099
H 3.068 -1.354 2.507
H 5.430 -1.400 1.865
H 6.220 0.040 -0.121
H 4.508 1.582 -1.148
H 2.166 1.537 -0.352



2.
46
Properties=species:S:1:pos:R:3 method="wB97M-V/def2-TZVPD" orbital_gap_ev=5.396 homo_energy_ev=-3.492 total_charge=-1
C 4.191 -0.403 -2.691
C 3.847 -1.376 -3.574
Ga 2.333 -2.619 -3.034
Br 2.448 -2.769 -0.608
C 2.577 -4.431 -3.925
C 1.572 -5.396 -3.420
N 1.610 -5.922 -2.260
O 0.702 -1.870 -3.541
C -0.413 -2.265 -2.744
C -1.672 -1.568 -3.270
H 5.146 -0.401 -2.154
H 3.488 0.386 -2.426
H 4.365 -1.507 -4.527
H 2.431 -4.324 -5.000
H 3.562 -4.852 -3.713
H 0.741 -5.649 -4.095
H 0.814 -6.544 -2.137
H -0.235 -1.968 -1.712
H -0.520 -3.355 -2.848
H -2.538 -2.194 -3.041
H -1.765 -0.606 -2.772
H -1.588 -1.399 -4.344
C -1.050 0.421 0.291
O -1.467 -0.496 -0.386
N -0.466 0.257 1.496
C 0.021 1.371 2.276
C -0.323 -1.097 2.006
H -1.099 1.476 -0.033
H 1.095 1.266 2.448
H -0.494 1.400 3.243
H -0.162 2.306 1.751
H 0.273 -1.698 1.317
H -1.304 -1.567 2.105
H 0.166 -1.065 2.978
C -0.995 4.519 3.198
O -0.982 4.563 1.984
N -2.062 4.833 3.960
C -2.023 4.767 5.405
C -3.285 5.250 3.296
H -0.115 4.213 3.789
H -2.769 4.060 5.774
H -2.227 5.749 5.838
H -1.039 4.438 5.732
H -3.640 4.461 2.632
H -3.103 6.140 2.694
H -4.046 5.465 4.044



3.
50
Properties=species:S:1:pos:R:3 method="wB97M-V/def2-TZVPD" e_above_lowest_ev=2.134 orbital_gap_ev=5.933 homo_energy_ev=-0.865 total_charge=-2
Cd -0.187 0.126 1.384
N -1.073 2.232 2.952
C 0.302 2.544 3.339
C 0.910 1.330 4.089
O 1.261 1.492 5.279
N 0.986 0.265 3.338
C 1.301 -0.999 3.946
C 0.169 -2.070 3.729
O 0.275 -3.109 4.404
O -0.742 -1.814 2.913
H -1.617 1.980 3.772
H -1.513 3.022 2.492
H 0.872 2.731 2.423
H 0.363 3.426 4.008
H 2.217 -1.426 3.503
H 1.464 -0.893 5.030
C 2.465 -1.212 -1.655
N 1.606 -0.163 -2.170
C 2.438 0.959 -2.565
C 0.563 0.238 -1.114
N 1.160 0.994 -0.068
N -0.264 1.229 -1.926
C -1.303 1.959 -1.514
N -1.874 2.739 -2.586
N -1.800 1.983 -0.338
H 2.938 -1.734 -2.497
H 1.852 -1.899 -1.080
H 3.258 -0.831 -0.989
H 3.150 0.633 -3.335
H 3.002 1.373 -1.716
H 1.832 1.763 -2.975
H 1.990 0.468 0.224
H -0.216 1.050 -2.919
H -1.191 2.939 -3.305
H -2.309 3.594 -2.261
H -2.551 2.668 -0.250
C -0.374 -2.676 -2.287
C -1.091 -1.664 -1.354
C -2.173 -0.961 -2.221
C -1.864 -2.446 -0.277
N -0.170 -0.838 -0.622
H -1.093 -3.322 -2.796
H 0.300 -3.299 -1.705
H 0.209 -2.135 -3.028
H -2.931 -1.694 -2.509
H -1.759 -0.530 -3.130
H -2.648 -0.175 -1.642
H -2.520 -3.211 -0.702
H -2.457 -1.736 0.297
H -1.160 -2.902 0.412